H2KO as an isolated structure in a non-equilibrium geometry. Source: the OMol25 dataset; level of theory: the ωB97M-V functional and the def2-TZVPD basis.

The geometry in XYZ format:
```
4
Properties=species:S:1:pos:R:3:nbo_charge:R:1
O 0.63 -0.67 2.58 -0.99
H 1.16 -1.42 2.23 0.48
H 0.79 -0.69 3.55 0.52
K 0.00 0.00 0.00 1.00
```

strongest force on any atom	1.0	eV/Å
HOMO-LUMO gap	0.44830	Eh
charge	+1
ΔE to the lowest compared entry with this formula, charge and spin	15.3	kJ/mol
E_HOMO	-16.55	eV